2 unconnected molecules or ions with the total composition C2F2IO2 in a non-equilibrium geometry, computed with ωB97M-V with the def2-TZVPD basis set.

Geometry as XYZ:
```
7
C2F2IO2 | the OMol25 dataset | ωB97M-V with the def2-TZVPD basis set
C 1.385 0.796 1.335
C -1.259 -0.031 -0.937
O 1.709 0.172 2.218
O 1.350 1.531 0.456
F -0.336 -0.079 -1.928
F -0.623 -0.176 0.286
I -2.225 -2.213 -1.429
```

Output
Kohn-Sham gap = 6.4238 eV
lowest unoccupied orbital energy = 3.2 eV
total energy = -724.15482 a.u.
total charge = -1
energy relative to the best compared isomer or geometry (same formula, charge and spin) = 0.808 eV

These are the Mulliken partial charges, in e, on atoms 1 to 5: 0.714 -0.274 -0.351 -0.344 -0.108